{
  "formula": "C29H20N6O2S5Sr",
  "method": "the ωB97M-V functional and the def2-TZVPD basis",
  "species": ["Sr", "N", "C", "N", "C", "N", "N", "C", "C", "C", "C", "C", "C", "N", "C", "C", "C", "C", "C", "C", "H", "H", "H", "H", "H", "H", "H", "H", "H", "H", "H", "O", "C", "O", "C", "C", "C", "C", "C", "C", "S", "H", "H", "H", "H", "S", "C", "S", "S", "S", "C", "N", "C", "C", "C", "C", "C", "C", "H", "H", "H", "H", "H"],
  "positions_angstrom": [[0.5182, -0.8285, -1.1054], [-4.0850, 1.2008, -1.7418], [-2.9082, 0.5239, -1.8660], [-1.9458, 0.5862, -1.0268], [-2.0578, 1.3988, 0.0941], [-1.1684, 1.4657, 1.0241], [0.0012, 0.7975, 0.8386], [0.6187, 0.4340, 1.9002], [1.9694, -0.1048, 1.8115], [2.6741, -0.4627, 2.9652], [3.9706, -0.9148, 2.8459], [4.5399, -1.0057, 1.5808], [3.7679, -0.6417, 0.4933], [2.5264, -0.1817, 0.5971], [-3.2849, 2.1859, 0.2741], [-3.4897, 3.0324, 1.3625], [-4.6816, 3.7200, 1.5071], [-5.6896, 3.5727, 0.5615], [-5.5082, 2.7398, -0.5279], [-4.3084, 2.0478, -0.6733], [-4.7668, 1.1445, -2.4765], [-2.8055, -0.1062, -2.7497], [0.1648, 0.5545, 2.8800], [2.1689, -0.4235, 3.9194], [4.5285, -1.2034, 3.7279], [5.5503, -1.3648, 1.4397], [4.1556, -0.7280, -0.5159], [-2.6933, 3.1285, 2.0876], [-4.8298, 4.3673, 2.3625], [-6.6229, 4.1111, 0.6721], [-6.2867, 2.6238, -1.2730], [1.8562, -2.6734, -0.5822], [1.0894, -2.8037, 0.4178], [-0.0416, -2.2589, 0.4701], [1.5556, -3.7053, 1.5390], [2.5104, -4.6457, 1.1525], [2.9859, -5.6157, 2.0148], [2.4954, -5.6419, 3.3160], [1.5704, -4.7101, 3.7360], [1.0604, -3.7030, 2.8828], [-0.0682, -2.5824, 3.5611], [2.8576, -4.5897, 0.1276], [3.7117, -6.3481, 1.6797], [2.8447, -6.4033, 4.0080], [1.1897, -4.7363, 4.7494], [-1.6379, 0.7002, -5.4904], [-0.6702, 0.0073, -4.2876], [0.6187, 0.8977, -3.5822], [-1.0604, -1.5551, -3.6706], [-4.4038, -1.7161, 3.3883], [-3.4871, -0.6567, 2.3255], [-3.0013, -1.2018, 1.2826], [-3.2873, -2.5492, 1.2286], [-2.8526, -3.4302, 0.2412], [-3.2284, -4.7547, 0.3285], [-4.0343, -5.2111, 1.3758], [-4.4644, -4.3540, 2.3713], [-4.0761, -3.0225, 2.2946], [-3.3723, 0.3875, 2.5841], [-2.1964, -3.0577, -0.5352], [-2.8816, -5.4584, -0.4175], [-4.3116, -6.2580, 1.4132], [-5.0757, -4.7081, 3.1921]],
  "forces_ev_per_angstrom": [[-0.429, 2.371, -3.107], [0.099, 0.062, 0.213], [-0.336, 0.131, -0.406], [0.553, 0.074, 0.505], [0.271, -0.407, -0.046], [-0.647, 0.457, 0.510], [0.552, -0.108, 0.185], [-0.905, 0.478, -0.242], [0.837, -0.168, -0.006], [-0.393, 0.052, -0.073], [0.121, 0.003, -0.109], [-0.066, 0.013, 0.180], [0.046, 0.048, -0.110], [-0.011, 0.063, 0.198], [-0.268, 0.058, -0.054], [-0.111, 0.033, -0.054], [0.154, 0.021, 0.165], [-0.063, -0.102, -0.216], [-0.087, 0.158, 0.071], [0.255, -0.068, 0.095], [0.054, -0.099, -0.122], [0.063, -0.010, 0.023], [0.038, 0.017, 0.063], [-0.020, -0.053, 0.031], [-0.006, -0.037, -0.013], [-0.017, -0.027, -0.015], [-0.006, -0.013, 0.025], [0.021, -0.022, -0.005], [-0.001, 0.009, -0.019], [-0.002, -0.009, 0.003], [-0.002, -0.014, 0.009], [0.456, -0.589, 0.072], [0.213, -1.323, 0.750], [-0.579, -1.206, 1.391], [-0.092, 0.019, 0.293], [0.051, -0.018, -0.017], [0.116, -0.070, -0.144], [-0.008, -0.020, 0.151], [0.130, -0.140, -0.142], [0.007, 0.112, -0.378], [-0.157, 0.315, 0.123], [0.019, -0.043, 0.050], [0.005, 0.014, -0.010], [-0.016, 0.013, 0.028], [0.011, 0.044, 0.005], [-0.215, 0.127, -0.193], [-0.227, 0.184, 0.164], [0.431, 0.209, -0.041], [0.143, -0.510, 0.168], [0.139, 0.057, -0.156], [-0.302, -0.302, 0.364], [0.293, 0.353, -0.309], [-0.296, -0.291, 0.379], [0.088, 0.083, -0.028], [0.046, 0.042, -0.096], [-0.051, -0.003, 0.081], [-0.027, -0.111, 0.009], [0.117, 0.198, -0.124], [0.057, 0.014, -0.057], [-0.076, -0.072, -0.021], [0.004, 0.025, -0.015], [-0.004, 0.009, 0.030], [0.028, -0.029, -0.007]],
  "orbital_gap_ev": 4.826,
  "e_above_lowest_kcal_mol": 10.0,
  "homo_energy_ev": -0.95,
  "e_tot_ev": -98450.93736,
  "total_charge": -2
}

---

{
  "formula": "C27H50N6O12",
  "method": "the ωB97M-V functional and the def2-TZVPD basis",
  "species": ["C", "O", "C", "O", "O", "C", "H", "H", "H", "H", "H", "H", "C", "O", "C", "O", "O", "C", "H", "H", "H", "H", "H", "H", "C", "O", "C", "O", "O", "C", "H", "H", "H", "H", "H", "H", "C", "O", "C", "C", "O", "C", "C", "O", "C", "H", "H", "H", "H", "H", "H", "H", "H", "H", "H", "H", "H", "H", "H", "C", "C", "N", "H", "H", "H", "C", "C", "N", "H", "H", "H", "C", "C", "N", "H", "H", "H", "C", "C", "N", "H", "H", "H", "C", "C", "N", "H", "H", "H", "C", "C", "N", "H", "H", "H"],
  "positions_angstrom": [[-1.9812, -1.1181, 2.5536], [-2.9527, -1.5979, 1.6332], [-3.4682, -2.7904, 1.8975], [-3.2213, -3.4997, 2.8194], [-4.2754, -3.1066, 0.8921], [-4.4951, -4.4979, 0.6830], [-1.1855, -0.6215, 2.0131], [-1.4895, -1.8734, 3.1693], [-2.4694, -0.4998, 3.3089], [-4.9898, -4.6268, -0.2767], [-5.1984, -4.8859, 1.4227], [-3.5483, -5.0328, 0.7182], [4.3655, -1.5352, 0.6834], [5.2347, -1.4561, -0.4587], [4.6478, -1.0629, -1.5724], [3.5419, -0.6034, -1.6797], [5.5252, -1.2184, -2.5574], [5.1292, -0.8678, -3.8620], [4.0288, -0.5173, 0.8764], [4.9158, -1.8424, 1.5690], [3.5948, -2.2834, 0.5213], [4.8377, 0.1722, -4.0300], [4.2333, -1.4511, -4.1093], [5.8958, -1.1153, -4.5884], [-2.0611, 3.1052, -0.4974], [-2.6437, 4.2846, 0.0458], [-2.4124, 5.3974, -0.6567], [-1.6241, 5.5303, -1.5333], [-3.2406, 6.3067, -0.1944], [-3.1826, 7.6155, -0.7185], [-2.1913, 2.2764, 0.1945], [-0.9824, 3.2271, -0.6185], [-2.6178, 2.8556, -1.4026], [-4.0327, 8.1825, -0.3583], [-3.2470, 7.6634, -1.8101], [-2.2147, 8.0565, -0.4810], [-6.0175, -3.0191, -4.7221], [-4.6703, -3.2664, -4.4881], [-4.4059, -3.5442, -3.1203], [-2.9038, -3.5188, -2.9450], [-2.3168, -2.2640, -3.2133], [-0.9190, -2.3242, -3.1032], [-0.3828, -0.9270, -2.8832], [-0.4868, -0.4563, -1.5619], [-1.7963, -0.3395, -1.0621], [-6.7555, -3.8012, -4.4921], [-6.1315, -2.7515, -5.7684], [-6.4349, -2.1949, -4.1239], [-4.8099, -4.5364, -2.8868], [-4.8556, -2.7495, -2.5107], [-2.3997, -4.3243, -3.4925], [-2.6684, -3.7648, -1.8949], [-0.4240, -2.7884, -3.9682], [-0.5523, -2.9677, -2.2877], [-0.7951, -0.2456, -3.6371], [0.6918, -0.9787, -3.0771], [-2.2334, -1.3152, -0.8554], [-2.5069, 0.1836, -1.7160], [-1.7880, 0.2962, -0.1795], [3.8796, -0.8239, 4.2264], [4.2460, -0.3222, 5.5376], [4.5186, 0.0737, 6.5697], [3.5801, 0.0390, 3.6253], [3.1280, -1.6023, 4.1777], [4.7675, -1.1272, 3.6660], [1.6158, 2.0556, -2.5998], [1.7508, 3.2887, -1.8498], [1.8111, 4.2680, -1.2795], [1.3136, 2.1470, -3.6364], [0.8985, 1.4360, -2.0586], [2.5452, 1.4904, -2.5197], [1.4240, 0.8903, 0.6641], [1.3896, -0.3319, 1.4534], [1.3985, -1.2747, 2.1041], [1.7262, 1.7648, 1.2395], [0.4533, 1.0861, 0.2180], [2.2168, 0.7382, -0.0722], [1.6146, 4.8599, 2.2558], [3.0715, 4.7771, 2.2234], [4.2202, 4.6893, 2.2387], [1.2020, 3.8545, 2.3006], [1.2273, 5.2902, 1.3313], [1.2845, 5.4763, 3.0873], [-0.0387, -4.5090, 2.0476], [1.2264, -4.4103, 1.3242], [2.1867, -4.2764, 0.7121], [-0.1201, -3.5843, 2.6205], [-0.0861, -5.3134, 2.7772], [-0.8446, -4.6142, 1.3269], [3.9742, 3.4063, 5.3732], [2.9399, 2.6185, 4.7193], [2.1189, 2.0621, 4.1417], [3.5325, 4.3761, 5.6042], [4.7340, 3.6070, 4.6140], [4.4312, 2.9231, 6.2298]],
  "forces_ev_per_angstrom": [[0.277, 0.139, 1.256], [0.211, 0.090, 0.118], [0.014, 0.041, -0.792], [0.359, -0.595, 1.006], [-0.309, 0.198, -0.947], [-0.613, -0.232, 0.415], [-0.288, 0.299, -0.168], [-0.255, -0.485, -0.496], [0.021, 0.443, -0.372], [0.268, 0.294, -0.155], [0.311, -0.069, 0.184], [-0.077, -0.126, 0.014], [0.062, 0.418, 0.145], [0.253, -0.607, 0.456], [0.486, 0.195, -0.049], [-0.558, 0.122, -0.140], [0.833, 0.139, -0.026], [-1.511, -0.241, -0.936], [-0.536, -0.225, 0.040], [0.555, -0.119, -0.391], [-0.303, 0.345, -0.097], [0.274, 0.122, 0.599], [0.148, 0.032, -0.107], [0.354, -0.152, 0.421], [0.115, -0.242, 0.042], [-0.028, -0.379, 0.403], [-0.467, -0.380, 0.494], [0.839, 0.137, -0.989], [-1.062, 0.406, 0.640], [0.642, 0.509, -1.022], [-0.350, 0.358, 0.341], [-0.153, 0.112, -0.503], [0.530, -0.041, -0.220], [0.115, -0.101, 0.517], [-0.013, -0.513, 0.021], [-0.172, 0.247, 0.294], [-1.262, 0.698, -0.142], [-0.084, -0.342, 0.370], [0.589, 0.658, -0.985], [0.443, -0.610, 1.008], [-0.426, -0.463, -0.242], [0.648, 0.084, 0.222], [0.799, -0.493, -0.476], [-0.088, 0.468, -0.042], [-0.790, 0.199, -0.091], [0.633, -0.691, -0.091], [0.031, -0.035, -0.092], [0.523, 0.330, 0.001], [0.062, 0.098, 0.364], [-0.081, -0.228, 0.175], [-0.232, 0.137, -0.497], [-0.262, -0.012, 0.105], [-0.373, 0.258, -0.390], [-0.476, 0.156, 0.354], [-0.329, 0.133, 0.253], [0.052, 0.078, 0.065], [0.012, 0.038, 0.274], [0.327, -0.140, -0.490], [0.351, -0.405, 0.342], [0.730, 0.766, -1.133], [-0.480, -0.839, -0.893], [0.336, 0.548, 1.062], [-0.587, -0.110, 0.226], [-0.103, 0.064, 0.308], [0.118, -0.428, 0.474], [0.200, -0.867, 0.734], [-0.268, -0.979, -1.334], [0.156, 1.404, 1.117], [-0.001, 0.392, -0.020], [-0.218, -0.041, -0.239], [0.099, 0.046, -0.234], [0.524, 0.058, -0.043], [-0.068, 0.543, 0.251], [-0.130, -0.317, 0.112], [-0.086, -0.218, 0.414], [0.077, -0.128, -0.247], [-0.360, 0.031, -0.368], [-0.104, 0.027, -0.576], [0.378, -0.023, 0.020], [-0.523, 0.033, 0.009], [-0.013, -0.015, 0.380], [0.251, 0.132, -0.053], [-0.024, -0.157, 0.144], [0.298, 0.409, 0.218], [-0.122, -0.259, 0.030], [0.106, -0.086, -0.017], [-0.303, 0.060, -0.184], [0.229, -0.229, -0.218], [-0.147, 0.102, 0.109], [0.094, 0.389, -0.640], [0.056, -0.063, 0.131], [-0.094, -0.084, -0.072], [0.107, -0.056, 0.339], [0.069, -0.060, 0.100], [-0.236, -0.108, 0.103]],
  "orbital_gap_ev": 10.432,
  "e_above_lowest_kcal_mol": 0.0,
  "homo_energy_ev": -9.99,
  "smiles": "COC(=O)OC.COC(=O)OC.COC(=O)OC.COCCOCCOC.CC#N.CC#N.CC#N.CC#N.CC#N.CC#N",
  "e_tot_ev": -62316.75159,
  "total_charge": 0
}